Record 1
ORCA calculation (wB97M-V/def2-TZVPD) on the molecule C6H8N2O in a non-equilibrium geometry.

The geometry in XYZ format:
```
17
C6H8N2O, DFT wB97M-V/def2-TZVPD
O 3.2320 0.4738 -0.4566
N 0.9805 0.3194 -1.1637
N -0.9121 1.2538 -0.0159
C 1.7209 -0.4326 1.1503
C -2.2018 0.8853 0.2956
C -0.2629 0.1564 -0.6637
C -1.2208 -0.9154 -0.6713
C -2.3625 -0.4941 -0.0510
C 2.0436 0.1034 -0.2314
H -3.3057 -1.1639 -0.0792
H -2.5885 1.5102 0.6989
H 1.3629 0.1925 1.7818
H 2.7145 -0.8959 1.8330
H -0.9580 -1.8470 -1.1845
H 1.0784 -0.2615 -2.0475
H -0.5115 2.3248 -0.0980
H 1.1912 -1.2090 0.9031
```

## Properties
Structure (SMILES)   CC(=O)Nc1ccc[nH]1
E_tot   -11374.9146 eV
Energy above the lowest of the compared OMol25 structures with the same formula, charge and spin   427.65 kJ/mol
HOMO-LUMO gap   8.71 eV
Total charge   0

***

Record 2
ORCA calculation (wB97M-V/def2-TZVPD) on the molecule C6H8N2O in a non-equilibrium geometry.

The geometry in XYZ format:
```
17
C6H8N2O, DFT wB97M-V/def2-TZVPD
O -1.2368 3.6539 0.2906
N 1.9052 1.9745 0.1091
N 1.0174 3.0887 0.0218
C -0.1050 0.7061 0.0743
C 1.2111 0.6910 0.1411
C -1.1522 -0.2851 0.0973
C -0.2487 3.0076 0.1963
C -0.9410 -1.5185 -0.7497
C -0.8455 -1.6151 0.7602
H 0.1162 -1.7427 1.3495
H -1.8757 -2.0143 1.2582
H -2.1161 0.0040 0.2741
H 2.0223 -0.1429 0.0522
H -0.0007 -1.6040 -1.4106
H 1.5586 3.8891 0.0114
H -1.8105 -1.9266 -1.2039
H 2.5234 1.8821 -0.6638
```

## Properties
E_tot   -11373.9179 eV
Energy above the lowest of the compared OMol25 structures with the same formula, charge and spin   523.81 kJ/mol
HOMO-LUMO gap   8.99 eV
Total charge   0

***

Record 3
ORCA calculation (wB97M-V/def2-TZVPD) on the molecule C6H8N2O in a non-equilibrium geometry.

The geometry in XYZ format:
```
17
C6H8N2O, DFT wB97M-V/def2-TZVPD
O 2.0693 0.6543 -0.4928
N -2.0447 0.1473 -0.3337
N -1.1102 0.5982 0.5558
C 2.1814 -0.6634 -0.2081
C 1.1361 -1.2299 0.3700
C 0.2254 -0.0196 0.7132
C -0.4112 1.8489 0.0731
C -2.1910 -1.1352 -0.3991
C 0.6629 0.8449 -0.4114
H 0.5774 0.4217 1.6826
H 0.2685 0.3644 -1.3156
H 1.0190 -2.2862 0.6289
H -2.9875 -1.5658 -1.0053
H -1.5636 -1.8080 0.2135
H -0.9345 2.4399 -0.6950
H -0.0817 2.4394 0.9603
H 3.1843 -1.0509 -0.3363
```

## Properties
Structure (SMILES)   C=NN1C[C@H]2OC=C[C@@H]21
E_tot   -11374.2241 eV
Energy above the lowest of the compared OMol25 structures with the same formula, charge and spin   494.27 kJ/mol
HOMO-LUMO gap   9.47 eV
Total charge   0

***

Record 4
ORCA calculation (wB97M-V/def2-TZVPD) on a structure of composition C6H8N2O in a non-equilibrium geometry.

The geometry in XYZ format:
```
17
C6H8N2O, DFT wB97M-V/def2-TZVPD
O -2.7238 -0.4534 0.4841
N -0.7265 0.7871 -0.0306
N -0.6166 -1.1742 -0.6447
C 0.2082 0.0219 -0.7282
C -0.7709 2.2011 0.0951
C 0.0469 -2.0877 0.2001
C -1.6365 -0.2276 0.0790
C 1.4748 -0.2886 0.0224
C 1.2461 -1.6641 0.5487
H 1.8448 -2.2630 1.0618
H 1.7207 0.3719 0.9074
H 0.2148 0.2056 -1.7818
H -1.6176 2.5570 -0.4919
H 2.3980 -0.0749 -0.5528
H 0.0979 2.4452 -0.5930
H -0.4549 -3.0605 0.4120
H -0.7054 2.7042 1.0126
```

## Properties
E_tot   -11377.3832 eV
Energy above the lowest of the compared OMol25 structures with the same formula, charge and spin   189.47 kJ/mol
HOMO-LUMO gap   9.27 eV
Total charge   0

***

Record 5
ORCA calculation (wB97M-V/def2-TZVPD) on a cluster of 2 separate species, C6H8N2O2 in total in a non-equilibrium geometry.

The geometry in XYZ format:
```
18
C6H8N2O2, DFT wB97M-V/def2-TZVPD
O -0.3715 -3.5148 -0.7695
O 2.1405 1.9517 -0.8363
N -0.8204 1.0169 0.6208
N 0.0319 1.0747 -0.4440
C 1.1512 1.8249 -0.1444
C 0.9701 2.3358 1.2332
C -0.1702 1.7517 1.6447
C 0.6262 -2.6901 -1.2401
C 0.5878 -1.4003 -1.4937
C -1.9047 0.3782 0.8224
H -2.4447 0.5873 1.6942
H -1.0308 -2.8237 -0.6044
H -2.3909 -0.1187 -0.0287
H 1.6137 -3.1595 -1.4234
H -0.6426 1.7336 2.5973
H 1.7159 2.7004 1.8695
H 1.3034 -0.6764 -2.1110
H -0.3648 -0.9715 -1.3867
```

## Properties
E_tot   -13422.1960 eV
Energy above the lowest of the compared OMol25 structures with the same formula, charge and spin   499.54 kJ/mol
HOMO-LUMO gap (alpha / beta)   7.44 / 7.43 eV
Total charge   0

***

Record 6
ORCA calculation (wB97M-V/def2-TZVPD) on the molecule C6H8N2O2 in a non-equilibrium geometry.

The geometry in XYZ format:
```
18
C6H8N2O2, DFT wB97M-V/def2-TZVPD
O 2.8643 -1.8825 0.4347
O 1.3890 2.6402 0.4097
N -0.4317 -0.6024 0.1861
N -0.3249 0.6249 0.4432
C 0.5285 -1.4425 0.3533
C -1.7588 -1.1809 -0.2439
C 1.6279 1.4795 0.2192
C -1.2663 1.5662 -0.1349
C 1.9651 -1.0211 0.3100
C 2.3051 0.3872 -0.0049
H -1.7708 1.1230 -1.0725
H -2.3103 -1.2216 0.7326
H -1.9538 1.9857 0.6782
H -0.6176 2.3793 -0.5288
H -2.3524 -0.5844 -0.9402
H -1.5705 -2.1206 -0.7960
H 3.3522 0.4726 -0.3787
H 0.3249 -2.6026 0.3326
```

## Properties
E_tot   -13422.8178 eV
Energy above the lowest of the compared OMol25 structures with the same formula, charge and spin   439.53 kJ/mol
HOMO-LUMO gap   8.58 eV
Total charge   0

***

Record 7
ORCA calculation (wB97M-V/def2-TZVPD) on a cluster of 2 separate species, C6H8N2O2 in total in a non-equilibrium geometry.

The geometry in XYZ format:
```
18
C6H8N2O2, DFT wB97M-V/def2-TZVPD
O 2.9439 2.0488 -0.0581
O 4.8150 0.7751 0.5542
N 4.0248 -2.5867 -0.1232
N 3.6507 0.8193 0.2034
C 1.6612 -0.1552 -0.6516
C 3.6245 -1.5045 -0.0800
C -1.2034 -1.4639 0.6509
C -1.1335 -0.0925 0.2005
C -1.4462 1.1158 -0.1125
C 2.9507 -0.2686 -0.1975
H -1.0559 -2.2097 -0.2135
H 3.5386 2.7784 -0.0769
H -0.6051 -1.5477 1.4461
H -2.3168 -1.6946 0.8872
H -0.6146 1.8181 -0.5405
H -2.3936 1.4988 0.0158
H 1.0926 0.7170 -0.7882
H 0.9779 -0.8733 -0.9843
```

## Properties
E_tot   -13418.1105 eV
Energy above the lowest of the compared OMol25 structures with the same formula, charge and spin   893.73 kJ/mol
HOMO-LUMO gap (alpha / beta)   6.99 / 8.53 eV
Total charge   0

***

Record 8
ORCA calculation (wB97M-V/def2-TZVPD) on a cluster of 2 separate species, C6H8N2O2 in total in a non-equilibrium geometry.

The geometry in XYZ format:
```
18
C6H8N2O2, DFT wB97M-V/def2-TZVPD
O -1.6445 -1.7526 -0.9554
O 2.7968 -1.0703 0.4734
N -0.5881 0.3473 -0.9609
N 0.6144 -1.3434 -0.2275
C 1.7297 -0.5619 -0.0032
C 1.6438 0.8488 -0.4732
C -0.6391 -1.0587 -0.6287
C -0.5386 -0.0773 1.2874
C 0.4627 1.1777 -0.9293
C -1.8439 0.4240 1.1944
H 0.8973 -2.3621 -0.0015
H -0.0311 -0.2347 2.1890
H 2.5858 1.5516 -0.6104
H 0.0851 0.0134 0.4413
H -2.5339 0.4307 2.0264
H -2.0096 0.9468 0.1879
H 0.4013 2.1729 -1.2980
H -1.3881 0.5480 -1.7117
```

## Properties
Structure (SMILES)   O=c1cc[nH]c(=O)[nH]1.C=C
E_tot   -13420.8972 eV
Energy above the lowest of the compared OMol25 structures with the same formula, charge and spin   624.85 kJ/mol
HOMO-LUMO gap   9.63 eV
Total charge   0

***

Record 9
ORCA calculation (wB97M-V/def2-TZVPD) on a cluster of 2 separate species, C6H8N2O2 in total in a non-equilibrium geometry.

The geometry in XYZ format:
```
18
C6H8N2O2, DFT wB97M-V/def2-TZVPD
O 1.5520 0.3036 -1.8795
O -2.4083 1.6425 -2.4013
N -1.3379 -2.4638 -0.9697
N 0.2375 0.1805 0.0260
C 0.6182 0.7222 -1.1704
C -1.1127 -0.4538 -2.5723
C 0.9891 -0.8883 0.6469
C -0.8969 0.6843 0.7051
C -1.3481 -1.5704 -1.7324
C -1.8179 0.6617 -2.5307
H -0.7201 1.6811 0.9849
H 0.3063 -1.4638 1.1446
H -0.3983 -0.7447 -3.2918
H -1.6341 0.8296 -0.1196
H -1.4043 0.0921 1.3954
H 1.6370 -1.5375 0.1170
H 1.6057 -0.5315 1.5712
H 0.0527 1.7170 -1.2851
```

## Properties
Structure (SMILES)   CN(C)C=O.N#CC=C=O
E_tot   -13423.9667 eV
Energy above the lowest of the compared OMol25 structures with the same formula, charge and spin   328.69 kJ/mol
HOMO-LUMO gap   9.18 eV
Total charge   0

***

Record 10
ORCA calculation (wB97M-V/def2-TZVPD) on a cluster of 2 separate species, C6H8N2O2P in total in a non-equilibrium geometry.

The geometry in XYZ format:
```
19
C6H8N2O2P, DFT wB97M-V/def2-TZVPD
P 1.0758 -0.3359 -1.1116
O -0.7065 1.1711 0.1840
O -5.2683 1.2745 -0.2754
N -3.5738 -0.1148 -1.0840
N -3.0145 1.7652 0.1138
C -1.8832 1.0314 -0.1547
C -2.2682 -0.0992 -0.9667
C 2.0631 -0.2449 0.4781
C 3.5899 -0.1322 0.5475
C -4.0682 1.0803 -0.3374
C 2.8564 -1.2649 1.1835
H 1.5260 0.8365 -1.3813
H -4.1030 -0.9812 -1.0854
H 4.1103 -0.3797 -0.3140
H 4.1677 0.6141 1.1194
H -1.7364 -1.0260 -1.0729
H 3.0254 -2.2747 0.7147
H 2.7241 -1.4116 2.3092
H 1.4833 0.4922 1.1332
```

## Properties
E_tot   -22713.7713 eV
Energy above the lowest of the compared OMol25 structures with the same formula, charge and spin   552.16 kJ/mol
HOMO-LUMO gap (alpha / beta)   5.96 / 7.41 eV
Total charge   -1

***

Record 11
ORCA calculation (wB97M-V/def2-TZVPD) on the molecule C6H8N2O2S in a non-equilibrium geometry.

The geometry in XYZ format:
```
19
C6H8N2O2S, DFT wB97M-V/def2-TZVPD
S 1.8113 0.6335 -1.4195
O 2.2051 1.0501 -2.7585
O 2.6355 -0.3233 -0.7064
N 0.1459 0.1840 -1.4578
N -1.9028 -0.1223 -0.3996
C -2.0900 -1.4722 1.6288
C -0.5795 -0.3827 -0.4238
C -2.6213 -0.6880 0.5788
C -0.7394 -1.7577 1.6457
C 0.0087 -1.1792 0.6051
C 1.7804 2.1478 -0.4458
H 1.5782 1.8626 0.5548
H -0.2292 -2.3709 2.4097
H 1.0082 2.8401 -0.8383
H 2.8099 2.5521 -0.5125
H 1.0449 -1.3861 0.5830
H -3.7141 -0.4696 0.6414
H -0.3907 0.5944 -2.1843
H -2.7611 -1.7126 2.4992
```

## Properties
Structure (SMILES)   CS(=O)(=O)Nc1ccccn1
E_tot   -24261.4395 eV
Energy above the lowest of the compared OMol25 structures with the same formula, charge and spin   128.69 kJ/mol
HOMO-LUMO gap   9.79 eV
Total charge   0

***

Record 12
ORCA calculation (wB97M-V/def2-TZVPD) on a cluster of 2 separate species, C6H8N2OS in total in a non-equilibrium geometry.

The geometry in XYZ format:
```
18
C6H8N2OS, DFT wB97M-V/def2-TZVPD
S -3.2214 0.8896 -0.3043
O 1.2171 -0.1494 0.7083
N 2.2209 0.6109 0.4992
N 0.0452 2.3404 0.2612
C -3.6328 -0.7907 -0.1654
C -1.3745 -0.8830 0.2943
C -0.6331 1.4278 0.1100
C 3.0365 0.2401 -0.7512
C -1.5758 0.4095 0.0091
C -2.5980 -1.5940 0.2122
H -0.3936 -1.1675 0.6268
H 3.9000 0.8047 -1.0138
H -2.7271 -2.6798 0.4636
H 2.3433 0.2449 -1.5978
H 3.2698 -0.7695 -0.5761
H 1.8859 1.6197 0.2845
H -4.7329 -1.1660 -0.2310
H 2.9705 0.6123 1.1703
```

## Properties
Structure (SMILES)   C[NH2+][O-].N#Cc1cccs1
E_tot   -22210.9487 eV
Energy above the lowest of the compared OMol25 structures with the same formula, charge and spin   388.04 kJ/mol
HOMO-LUMO gap   9.66 eV
Total charge   0